Model a:
# C2H7OPS

The molecule C2H7OPS (ωB97M-V/def2-TZVPD, the OMol25 dataset).

The geometry in ORCA input format:
```
! wB97M-V def2-TZVPD RIJCOSX def2/J DEFGRID3
* xyz 0 1
C -0.03 1.03 -1.05
C 0.30 -1.03 0.71
O -0.12 1.71 1.92
P -2.61 -0.13 -0.35
S -0.76 0.41 0.41
H 0.83 0.40 -1.35
H -0.91 0.91 -1.72
H 0.22 2.09 -0.97
H -0.26 -1.75 0.16
H 1.21 -0.78 0.21
H 0.46 -1.28 1.71
H -2.71 -1.14 0.71
*
```

- Highest occupied orbital energy (spin up / spin down): -0.300 / -0.299 Eh
- Structure (SMILES): CS(C)(=O)=P


Model b:
# C2H7OPS

The molecule C2H7OPS (ωB97M-V/def2-TZVPD, the OMol25 dataset).

The geometry in ORCA input format:
```
! wB97M-V def2-TZVPD RIJCOSX def2/J DEFGRID3
* xyz 0 1
C -1.10 -1.22 0.16
C 0.32 1.80 0.50
O 1.20 -0.35 -1.35
P 0.09 0.11 -0.26
S 1.95 2.20 0.62
H -2.08 -1.39 -0.19
H -0.48 -2.11 0.26
H -1.23 -0.92 1.18
H -0.52 2.44 0.56
H 0.87 -0.50 0.63
H -0.89 0.78 -1.26
H 1.87 -0.85 -0.87
*
```

- Highest occupied orbital energy: -0.324 Eh
- Structure (SMILES): C[PH2](O)C=S


How far above the most stable structure does each one sit? In hartree: model a 0.1203; model b 0.0000.


Model a:
# C5H4ClFO

The molecule C5H4ClFO (ωB97M-V/def2-TZVPD, the OMol25 dataset).

The geometry in ORCA input format:
```
! wB97M-V def2-TZVPD RIJCOSX def2/J DEFGRID3
* xyz 0 1
C -1.17 -0.60 0.57
C 0.19 -0.22 0.21
C 0.95 -1.07 -0.82
C 0.46 1.29 0.17
C 0.45 2.53 0.14
H -1.26 -1.68 0.62
H 1.79 -0.56 -1.23
H 0.55 -1.90 -1.40
H 0.71 3.50 -0.01
O 1.15 -1.21 0.57
F -1.51 -0.14 1.82
Cl -2.33 0.05 -0.65
*
```

- Highest occupied orbital energy: -0.379 Eh
- Structure (SMILES): C#C[C@@]1([C@@H](F)Cl)CO1


Model b:
# C5H4ClFO

A structure of composition C5H4ClFO (ωB97M-V/def2-TZVPD, the OMol25 dataset).

The geometry in ORCA input format:
```
! wB97M-V def2-TZVPD RIJCOSX def2/J DEFGRID3
* xyz 0 1
C 0.16 0.37 1.64
C -1.08 0.20 1.01
C -1.09 0.13 -0.44
C 0.06 0.09 -1.28
C 1.22 -0.69 -1.15
H 1.33 0.21 1.28
H -2.13 0.50 1.84
H -2.09 0.45 -0.81
H 1.92 -1.02 -2.04
O 1.84 -1.13 -0.08
F 0.22 0.63 3.00
Cl -0.37 0.26 -2.97
*
```

- Highest occupied orbital energy: -0.334 Eh


How far above the most stable structure does each one sit? In hartree: model a 0.0000; model b 0.0229.


Model a:
# C4H26BO21

A structure of composition C4H26BO21 (ωB97M-V/def2-TZVPD, the OMol25 dataset).

The geometry in ORCA input format:
```
! wB97M-V def2-TZVPD RIJCOSX def2/J DEFGRID3
* xyz -1 1
O -0.57 1.19 -3.56
C -0.03 0.75 -2.53
O -0.49 0.58 -1.29
B 0.60 0.13 -0.37
O 1.80 0.25 -1.24
C 1.36 0.68 -2.37
O 2.07 0.84 -3.36
O 0.35 -1.21 0.13
C 0.53 -1.02 1.36
O 0.37 -1.97 2.13
C 0.77 0.31 1.74
O 0.76 1.05 0.75
O 1.04 0.78 2.84
O 1.19 2.15 -5.73
H 1.89 1.90 -5.14
H 0.41 1.69 -4.99
O -2.87 -1.85 -1.26
H -2.03 -1.82 -1.83
H -2.66 -1.97 -0.44
O -0.29 -3.30 4.71
H -0.05 -2.84 3.72
H -1.20 -2.98 4.98
O -3.49 0.65 -0.57
H -2.92 -0.25 -0.62
H -4.26 0.28 -0.18
O -0.36 -2.69 -2.74
H -1.15 -3.28 -3.15
H 0.07 -3.30 -1.99
O 4.10 -1.23 -3.57
H 3.21 -1.82 -3.64
H 3.60 -0.37 -3.25
O -0.13 1.03 5.38
H 0.08 0.74 4.49
H -0.27 1.95 5.47
O 0.12 4.06 0.10
H 0.93 3.78 0.04
H -0.33 3.38 0.65
O 3.33 0.08 4.35
H 2.62 0.35 3.81
H 2.81 0.08 5.13
O 3.94 1.26 1.26
H 4.59 0.80 1.76
H 3.02 1.31 1.64
O -1.99 2.44 1.13
H -2.93 2.81 1.27
H -2.38 1.72 0.54
O -2.25 -2.43 1.40
H -1.27 -2.50 1.64
H -2.45 -1.72 2.01
O -3.24 -0.23 -3.91
H -3.38 -0.63 -3.04
H -2.56 0.35 -3.62
*
```

- Highest occupied orbital energy: -0.283 Eh


Model b:
# C4H26BO21

A cluster of 14 separate species, C4H26BO21 in total (ωB97M-V/def2-TZVPD, the OMol25 dataset).

The geometry in ORCA input format:
```
! wB97M-V def2-TZVPD RIJCOSX def2/J DEFGRID3
* xyz -1 1
O -2.47 2.13 1.56
C -1.50 1.76 1.07
O -1.25 0.49 1.17
B -0.16 0.17 0.19
O -0.09 1.46 -0.45
C -0.81 2.31 0.03
O -1.12 3.48 -0.40
O -0.56 -1.00 -0.64
C 0.38 -1.77 -0.72
O 0.49 -2.79 -1.37
C 1.37 -1.41 0.28
O 1.06 -0.30 0.82
O 2.50 -1.94 0.39
O -3.12 4.37 -1.93
H -2.92 4.83 -2.74
H -2.32 4.18 -1.44
O 3.10 0.36 -1.76
H 3.21 0.11 -2.69
H 3.07 -0.53 -1.55
O 3.86 -2.65 -2.10
H 4.56 -2.46 -1.38
H 3.11 -2.89 -1.73
O 0.29 -0.30 4.06
H -0.19 -0.66 3.32
H -0.47 0.35 4.57
O 0.26 4.61 -2.32
H 0.41 4.12 -3.21
H -0.23 4.09 -1.76
O -3.32 -1.84 -0.38
H -2.55 -2.22 -0.42
H -3.49 -1.69 0.43
O 1.96 -5.35 -3.14
H 1.44 -5.93 -3.73
H 1.18 -4.81 -2.68
O -1.11 -3.14 -3.68
H -0.79 -2.93 -2.89
H -0.48 -2.95 -4.48
O -3.03 4.43 3.47
H -2.67 3.60 3.44
H -3.84 4.30 3.15
O 0.24 6.05 1.05
H -0.34 5.31 0.96
H 1.04 5.64 0.58
O 4.21 -2.65 2.91
H 3.58 -2.86 3.70
H 3.81 -2.33 2.19
O 2.56 -4.65 0.17
H 2.07 -3.88 0.31
H 2.53 -5.31 0.89
O -4.69 0.81 2.78
H -3.89 1.21 2.54
H -4.85 1.06 3.57
*
```

- Highest occupied orbital energy: -0.317 Eh


Model c:
# C4H26BO21

A cluster of 14 separate species, C4H26BO21 in total (ωB97M-V/def2-TZVPD, the OMol25 dataset).

The geometry in ORCA input format:
```
! wB97M-V def2-TZVPD RIJCOSX def2/J DEFGRID3
* xyz -1 1
O -2.71 -2.57 -0.02
C -2.16 -1.69 0.53
O -0.85 -1.38 0.32
B -0.50 -0.23 1.18
O -1.72 0.16 1.83
C -2.68 -0.78 1.65
O -3.60 -0.95 2.43
O 0.01 0.89 0.35
C 1.25 1.11 0.53
O 1.86 1.98 0.01
C 1.72 0.14 1.65
O 0.62 -0.58 2.06
O 2.79 0.11 2.20
O 4.25 -1.33 4.11
H 3.68 -2.08 3.81
H 3.77 -0.60 3.68
O -3.87 0.85 -0.16
H -3.19 1.34 -0.71
H -3.97 1.45 0.60
O 4.78 2.28 -0.18
H 3.84 2.08 0.09
H 5.30 2.31 0.64
O -5.13 -0.22 -2.18
H -6.01 0.08 -1.94
H -4.59 -0.19 -1.41
O 6.02 -0.69 1.89
H 6.57 -0.03 2.31
H 5.46 -0.92 2.60
O 4.95 -0.46 -0.95
H 5.22 -0.86 -0.14
H 5.01 0.47 -0.80
O -4.06 -2.77 -2.75
H -4.02 -3.04 -1.79
H -4.51 -1.89 -2.78
O -4.46 -3.13 -5.60
H -4.42 -3.30 -4.64
H -3.53 -3.12 -5.93
O -0.32 2.65 2.53
H 0.03 3.44 2.07
H -1.30 2.71 2.54
O 1.30 0.88 -2.49
H 2.30 0.94 -2.61
H 1.21 1.76 -2.08
O -1.68 1.88 -1.89
H -1.76 1.28 -2.63
H -1.04 1.57 -1.23
O -3.31 2.37 3.14
H -3.12 1.38 3.10
H -3.36 2.52 4.07
O 3.50 -2.24 -2.57
H 2.53 -2.12 -2.36
H 3.87 -1.47 -2.10
*
```

- Highest occupied orbital energy: -0.298 Eh


How far above the most stable structure does each one sit? In hartree: model a 0.2014; model b 0.2703; model c 0.0000.